No. 1
Molecular formula: C9H17N2S
Method: DFT, wB97M-V/def2-TZVPD

The geometry in XYZ format:
```
29
Properties=species:S:1:pos:R:3:forces:R:3:mulliken_charge:R:1
S -2.752 -1.743 -0.060 0.8 0.9 -0.3 -0.08
N 2.509 -1.608 0.115 -2.5 -1.5 -1.8 -0.16
N -0.215 1.241 0.096 -0.6 0.0 -1.5 0.19
C -3.485 0.759 -0.329 -0.4 -0.1 0.2 -0.33
C -0.387 2.216 -0.964 0.5 -0.7 -0.7 -0.96
C 0.849 1.409 0.985 1.7 3.1 3.0 -0.75
C 3.223 -0.781 -0.799 -0.2 0.5 -1.4 -0.79
C -4.281 -1.363 -0.539 -3.0 -1.9 -0.7 -0.26
C -4.625 -0.041 -0.584 1.6 0.6 -0.1 -0.50
C -1.010 0.257 0.282 -1.0 -0.7 0.1 0.50
C -2.347 -0.040 -0.107 0.0 0.9 0.2 -0.25
C 3.120 -1.864 1.337 2.7 -0.4 2.0 -0.81
H 2.946 0.284 -0.604 0.6 -0.5 -0.4 0.13
H 2.824 -1.099 2.086 0.5 -0.3 -0.1 0.19
H 2.014 -2.420 -0.314 1.1 1.1 0.5 0.26
H 0.251 1.952 -1.830 0.1 0.1 0.6 0.32
H -4.976 -2.209 -0.796 0.8 1.0 0.4 0.38
H -3.684 1.847 -0.189 1.1 -0.9 -0.3 0.37
H -0.569 -0.489 0.886 0.5 -0.8 0.8 0.38
H 1.476 2.262 0.568 -0.5 -1.3 0.8 0.37
H -1.364 1.996 -1.271 -1.5 0.7 -0.9 0.36
H 1.484 0.540 1.222 -0.6 0.1 -0.3 0.05
H -5.547 0.422 -0.867 -0.5 -0.3 0.1 0.44
H 0.325 1.849 1.963 1.6 -1.0 -1.7 0.33
H 4.328 -0.904 -0.748 -0.5 0.1 0.1 0.33
H 4.297 -1.814 1.188 -2.1 -0.2 0.7 0.25
H -0.193 3.236 -0.671 -0.2 0.1 0.3 0.41
H 2.876 -2.855 1.794 0.1 0.8 -0.6 0.32
H 2.914 -1.041 -1.849 0.3 0.4 0.9 0.31
```
Positions in Å, forces in eV/Å.

The relative energy (zero: lowest compared OMol25 entry of this formula, charge and spin) comes out at 1.448 eV. For the frontier orbital gap, the calculation gives 6.913 eV. Its total energy is -860.50346 hartree. Its total charge is +1.

No. 2
Molecular formula: C3H5GdO5
Method: DFT, wB97M-V/def2-TZVPD

The geometry in XYZ format:
```
14
Properties=species:S:1:pos:R:3:forces:R:3:mulliken_charge:R:1
Gd 3.941 0.800 0.734 0.1 -0.4 0.4 1.46
O 1.892 -0.435 0.466 -1.8 1.2 -2.0 -0.51
O 3.348 -1.131 1.887 0.8 1.2 0.6 -0.73
O 1.882 -2.628 1.037 -0.2 2.0 0.9 -0.50
O 5.682 1.391 -0.370 -0.4 -0.2 0.0 -0.70
O 4.632 -1.106 -2.655 -0.4 1.4 1.9 -0.34
C 2.305 -1.509 1.270 0.8 -3.7 -1.7 0.90
C 4.623 0.124 -2.110 1.2 -1.2 -1.9 -0.36
C 5.901 0.770 -1.599 0.0 -0.8 1.0 0.05
H 6.682 -0.017 -1.543 -0.2 0.3 0.0 0.30
H 5.226 -1.740 -2.170 -0.2 0.8 -0.7 0.36
H 3.831 0.767 -2.513 0.0 -0.4 0.1 0.45
H 1.253 -0.693 -0.261 0.8 0.0 1.4 0.35
H 6.247 1.510 -2.350 -0.4 -0.2 0.0 0.27
```
Positions in Å, forces in eV/Å.

The multiplicity is 9. The expectation value of S² is 20.0642. The relative energy (zero: lowest compared OMol25 entry of this formula, charge and spin) comes out at 0.223 eV. For the frontier orbital gap (alpha / beta), the calculation gives 6.220 / 7.435 eV. Its total energy is -1258.89523 hartree. Its total charge is +1.

No. 3
Molecular formula: CH6P2
Method: DFT, wB97M-V/def2-TZVPD

The geometry in XYZ format:
```
9
Properties=species:S:1:pos:R:3:forces:R:3:mulliken_charge:R:1
P 1.896 0.175 0.300 -2.5 -1.0 -0.2 0.00
P -1.297 0.612 0.093 -0.7 1.0 1.5 -0.11
C -0.261 -0.584 -0.673 3.5 -1.5 0.0 -0.73
H -0.992 -0.134 1.277 -0.1 1.2 0.4 0.03
H 1.289 1.168 1.178 0.2 -0.5 -0.7 0.05
H 2.310 1.102 -0.654 -0.1 0.4 -0.4 0.06
H -0.104 -0.827 -1.768 -0.3 0.6 1.5 0.36
H -2.534 -0.058 0.234 -0.4 -0.2 -0.7 0.02
H -0.308 -1.453 0.014 0.4 0.0 -1.3 0.32
```
Positions in Å, forces in eV/Å.

The relative energy (zero: lowest compared OMol25 entry of this formula, charge and spin) comes out at 2.329 eV. For the frontier orbital gap, the calculation gives 8.713 eV. Its total energy is -724.27376 hartree.

No. 4
Molecular formula: C15H19NO4
Method: DFT, wB97M-V/def2-TZVPD

The geometry in XYZ format:
```
39
Properties=species:S:1:pos:R:3:forces:R:3:mulliken_charge:R:1
O -1.894 -2.306 -2.849 -0.1 0.2 0.1 -0.50
O 3.273 3.036 1.606 0.1 -0.3 0.1 -0.45
O -0.651 -2.008 -0.962 0.2 0.3 0.0 -0.23
O -1.707 0.171 1.910 -0.1 -0.2 0.2 -0.66
N -1.262 0.751 -0.225 -0.1 0.1 0.0 0.11
C -0.894 0.445 1.048 0.0 0.3 -0.1 0.26
C 2.624 4.230 1.241 -0.1 0.2 -0.1 -0.79
C -0.845 -3.394 -1.106 -0.3 -0.4 -0.2 -0.44
C -1.230 -3.523 -2.582 0.4 -0.2 0.1 -0.48
C 0.567 0.547 1.350 0.3 -0.2 0.3 -0.22
C 1.208 1.780 1.283 0.1 0.2 0.0 0.53
C 3.242 0.739 2.032 0.0 0.2 0.0 -0.51
C -0.346 0.788 -1.344 0.3 0.1 -0.3 -0.65
C -2.643 0.544 -0.604 -0.3 -0.1 0.2 -1.10
C 1.255 -0.582 1.767 -0.2 0.1 -0.1 -0.60
C -1.541 -1.360 -1.848 -0.3 0.6 -0.3 1.26
C 2.597 -0.479 2.097 0.0 0.1 0.0 -0.82
C -2.824 -0.884 -1.133 0.3 -0.1 -0.1 -0.94
C -0.815 -0.155 -2.462 -0.1 -0.4 0.3 -1.24
C 2.549 1.883 1.630 0.0 -0.2 0.0 0.56
H 3.380 5.011 1.317 -0.1 0.0 0.0 0.24
H -1.507 0.337 -3.144 0.0 0.0 0.0 0.31
H 0.640 2.643 0.970 0.0 0.1 0.0 0.49
H -1.914 -4.348 -2.787 0.1 0.0 0.0 0.30
H 2.252 4.188 0.212 0.0 0.0 0.0 0.32
H 0.041 -0.507 -3.036 0.0 0.0 0.0 0.39
H -2.904 1.283 -1.366 0.0 0.0 0.0 0.39
H 3.143 -1.355 2.415 0.1 -0.1 0.0 0.38
H -3.652 -0.940 -1.839 0.0 0.0 0.0 0.38
H -0.281 1.813 -1.732 0.1 -0.1 0.0 0.24
H 0.641 0.482 -0.996 -0.1 0.1 -0.1 0.46
H 0.085 -3.898 -0.844 -0.1 0.0 0.0 0.31
H -1.657 -3.745 -0.455 0.1 0.0 0.0 0.29
H 0.739 -1.527 1.820 -0.1 -0.1 0.0 0.54
H 4.283 0.838 2.292 0.1 0.0 0.0 0.44
H -3.022 -1.562 -0.303 0.0 0.0 0.0 0.33
H 1.796 4.461 1.918 0.0 0.0 0.0 0.33
H -0.339 -3.611 -3.218 -0.1 -0.1 0.1 0.28
H -3.261 0.703 0.281 0.0 0.1 -0.2 0.49
```
Positions in Å, forces in eV/Å.

The relative energy (zero: lowest compared OMol25 entry of this formula, charge and spin) comes out at 1.849 eV. For the frontier orbital gap, the calculation gives 9.281 eV. Its total energy is -938.69284 hartree. The SMILES is COc1cccc(C(=O)N2CCC3(CC2)OCCO3)c1.